[1]
The following is a quantum chemistry calculation of C6H12SSi in the gas phase in a non-equilibrium geometry, from the Open Molecules 2025 dataset.

Geometry as XYZ:
```
20
Properties=species:S:1:pos:R:3:nbo_charge:R:1
C 0.173 0.195 -1.532 -0.335
C -0.462 -1.307 0.906 -0.226
C -2.038 0.510 -0.260 -0.521
C -0.664 1.055 -0.698 -0.425
C 0.261 -2.365 1.632 -0.735
C -0.020 1.811 0.489 -0.638
Si 1.967 0.059 -1.592 0.728
S -1.973 -0.739 1.093 0.457
H -2.702 1.280 0.002 0.220
H -2.515 -0.100 -1.042 0.243
H -0.935 1.841 -1.505 0.296
H 0.432 -3.174 1.033 0.264
H -0.181 -2.615 2.592 0.198
H 1.283 -2.033 1.747 0.250
H -0.058 1.179 1.338 0.219
H -0.925 2.380 0.833 0.198
H 0.916 2.358 0.296 0.230
H 2.197 -1.567 -1.638 -0.131
H 3.183 0.452 -0.626 -0.174
H 2.059 0.780 -3.068 -0.119
```

Results
HOMO level: -7.76 eV
Charge: 0
Relative energy (zero: lowest compared OMol25 entry of this formula, charge and spin): 7.0012 eV
2S+1: 1
Calculated total energy: -923.1983 a.u.



[2]
The following is a quantum chemistry calculation of C6H12Si in the gas phase in a non-equilibrium geometry, from the Open Molecules 2025 dataset.

Geometry as XYZ:
```
19
Properties=species:S:1:pos:R:3:nbo_charge:R:1
C 0.376 0.563 0.166 0.173
C -0.279 1.703 -0.725 -0.713
C 1.437 0.622 1.207 -0.486
C 1.593 -0.903 1.043 -0.385
C 0.368 -0.924 0.100 -0.309
C -0.873 -1.583 0.689 -0.589
Si -1.510 1.304 -2.055 0.873
H 0.025 2.692 -0.429 0.223
H 2.310 1.228 0.962 0.227
H 1.081 0.927 2.192 0.226
H 2.523 -1.189 0.553 0.211
H 1.481 -1.486 1.955 0.205
H 0.558 -1.339 -0.897 0.222
H -1.098 -1.151 1.663 0.205
H -0.713 -2.652 0.810 0.211
H -1.725 -1.422 0.035 0.218
H -0.881 0.556 -3.153 -0.172
H -2.053 2.558 -2.585 -0.164
H -2.622 0.497 -1.533 -0.174
```

Results
HOMO level: -8.41 eV
Charge: 0
SMILES string: C[C@@H]1CC/C1=C/[SiH3]
Relative energy (zero: lowest compared OMol25 entry of this formula, charge and spin): 2.8554 eV
2S+1: 1
Calculated total energy: -525.1960 a.u.



[3]
The following is a quantum chemistry calculation of 2 unconnected molecules or ions with the total composition C6H13BNO2 in a non-equilibrium geometry, from the Open Molecules 2025 dataset.

Geometry as XYZ:
```
23
Properties=species:S:1:pos:R:3:nbo_charge:R:1
B -0.110 0.887 -2.234 1.035
C 2.217 0.226 -1.057 -0.194
C -0.747 0.245 1.840 -0.281
C 0.963 0.345 -1.303 -0.097
C -0.460 -0.292 0.688 0.055
C 2.799 -0.077 0.335 -0.624
C -1.870 0.055 2.782 -0.651
N -1.075 -1.484 -0.006 -0.749
O 0.290 1.836 -3.010 -0.846
O -1.210 0.014 -2.407 -0.953
H 2.886 0.439 -1.791 0.251
H -0.080 1.104 2.095 0.249
H 2.620 -1.072 0.523 0.227
H 3.837 0.265 0.392 0.238
H 2.381 0.512 1.160 0.235
H -2.462 0.950 2.813 0.248
H -2.684 -0.834 2.567 0.197
H -1.525 -0.206 3.774 0.249
H -0.449 -2.341 0.032 0.436
H -0.942 -1.282 -0.987 0.481
H -1.949 -1.699 0.368 0.426
H -0.298 2.210 -3.766 0.531
H -2.131 0.200 -2.807 0.536
```

Results
HOMO level (spin up / spin down): -12.61 / -12.61 eV
Charge: +1
Relative energy (zero: lowest compared OMol25 entry of this formula, charge and spin): 5.2228 eV
2S+1: 1
Calculated total energy: -466.1627 a.u.